# 1
A single C6H15NO2 molecule, computed with the ωB97M-V functional and the def2-TZVPD basis.

- calculated total energy (Eh) = -442.7738
- molecular weight (g/mol) = 133.19
- LUMO level (Eh) = 0.0306
- energy above the lowest of the compared OMol25 structures with the same formula, charge and spin (kJ/mol) = 281.9
- frontier orbital gap (eV) = 8.98
- HOMO energy (Ha) = -0.2993

ORCA input file:
```
! wB97M-V def2-TZVPD RIJCOSX def2/J DEFGRID3
* xyz 0 1
O 0.617 0.460 -1.969
O -1.773 1.675 -1.216
N 1.013 -0.916 1.627
C -1.143 0.299 -0.415
C 0.281 0.582 -0.604
C -1.800 0.341 0.938
C 0.395 -2.255 -0.306
C 0.948 -0.932 0.197
C 0.892 1.815 0.018
H 1.665 1.654 0.773
H 0.173 -1.234 2.097
H -2.839 0.657 0.809
H 1.438 0.946 -2.140
H -1.519 -0.502 -1.048
H -1.820 -0.647 1.407
H -1.341 1.067 1.610
H -1.516 1.558 -2.147
H 1.406 2.467 -0.698
H 1.948 -0.930 2.020
H 1.958 -0.806 -0.203
H 1.050 -3.083 -0.007
H -0.602 -2.461 0.097
H 0.323 -2.265 -1.396
H 0.245 2.509 0.556
*
```

# 2
C12H22N3O5PPd as an isolated structure, computed with the ωB97M-V functional and the def2-TZVPD basis.

- calculated total energy (Eh) = -1479.4509
- molecular weight (g/mol) = 425.72
- LUMO level (alpha / beta) (Eh) = -0.2563 / -0.3793
- energy above the lowest of the compared OMol25 structures with the same formula, charge and spin (kJ/mol) = 64.9
- frontier orbital gap (alpha / beta) (eV) = 8.34 / 4.99
- HOMO energy (alpha / beta) (Ha) = -0.5626 / -0.5625

ORCA input file:
```
! wB97M-V def2-TZVPD RIJCOSX def2/J DEFGRID3
* xyz 2 3
Pd 0.454 3.056 -1.674
P -0.245 -0.620 0.883
O 0.323 3.042 1.377
O 0.356 5.365 -3.790
O -2.436 1.703 -2.379
O -0.381 -0.036 -0.488
O 3.350 1.731 -2.313
N 1.275 -0.216 1.470
N -0.398 -2.284 0.897
N -1.473 -0.153 1.939
C 1.657 -0.051 2.854
C -1.545 -2.900 1.476
C 2.244 1.995 -2.337
C -1.303 1.942 -2.411
C 0.185 -3.026 -0.219
C 0.398 2.830 0.225
C -1.331 0.615 3.162
C 0.525 -0.688 -3.808
C 0.499 0.311 -4.794
C 0.433 4.390 -3.134
C 2.386 -0.477 0.549
C -2.739 0.266 1.228
H -0.399 0.897 -4.979
H -1.848 -2.371 2.396
H -2.359 0.841 3.553
H 2.750 -1.500 0.657
H 2.746 -0.110 2.878
H -0.329 -0.877 -3.177
H 2.081 -0.298 -0.482
H 1.363 0.931 3.218
H -3.543 0.240 1.963
H 1.240 -0.821 3.503
H 3.187 0.208 0.793
H 1.354 0.952 -4.958
H 0.085 -4.086 0.002
H -2.432 -2.909 0.809
H -0.798 0.042 3.951
H -1.294 -3.956 1.724
H -0.315 -2.812 -1.178
H 1.431 -0.844 -3.247
H -0.821 1.585 2.994
H -2.622 1.289 0.832
H 1.244 -2.786 -0.364
H -2.956 -0.412 0.400
*
```